No. 1
Formula: C34H32FGeNReS2Si
Source: the Open Molecules 2025 dataset
Level of theory: ωB97M-V/def2-TZVPD

Calculated values
* HOMO level: -11.380 eV
* HOMO-LUMO gap: 0.25405 Ha
* total charge: +1

CARTESIAN COORDINATES (ANGSTROEM)
1 Re -0.048 0.341 1.523
2 C 3.992 -0.004 1.571
3 Si 2.770 -1.086 2.476
4 C 2.343 -0.444 4.171
5 C 3.401 -2.827 2.687
6 N 1.233 -1.122 1.520
7 C 0.961 -2.197 0.639
8 C 1.900 -2.878 -0.129
9 C 1.517 -3.969 -0.898
10 C 0.196 -4.393 -0.930
11 C -0.768 -3.724 -0.181
12 C -0.351 -2.660 0.575
13 F -1.256 -1.976 1.355
14 H 4.737 0.402 2.259
15 H 3.504 0.837 1.077
16 H 4.525 -0.576 0.809
17 H 3.246 -0.494 4.786
18 H 1.591 -1.083 4.642
19 H 1.996 0.586 4.212
20 H 4.071 -2.825 3.552
21 H 3.968 -3.204 1.836
22 H 2.596 -3.533 2.902
23 H 2.932 -2.546 -0.134
24 H 2.262 -4.491 -1.484
25 H -0.090 -5.240 -1.539
26 H -1.809 -4.017 -0.181
27 S -1.818 0.799 2.919
28 C -0.683 1.631 3.988
29 C -0.881 1.583 5.376
30 C -0.077 2.316 6.218
31 C 0.964 3.099 5.707
32 C 1.209 3.128 4.355
33 C 0.395 2.396 3.481
34 S 0.738 2.406 1.752
35 H -1.689 0.981 5.771
36 H -0.256 2.290 7.285
37 H 1.585 3.676 6.379
38 H 2.031 3.707 3.953
39 C -0.607 0.451 -0.075
40 Ge -1.209 0.619 -1.973
41 C -1.649 2.503 -2.049
42 C -0.669 3.463 -1.792
43 C -0.987 4.812 -1.806
44 C -2.290 5.212 -2.075
45 C -3.272 4.265 -2.329
46 C -2.953 2.913 -2.312
47 C 0.301 0.120 -3.068
48 C 0.921 1.052 -3.897
49 C 1.991 0.673 -4.697
50 C 2.446 -0.639 -4.671
51 C 1.828 -1.574 -3.851
52 C 0.757 -1.198 -3.054
53 C -2.721 -0.578 -2.127
54 C -3.448 -1.011 -1.020
55 C -4.533 -1.860 -1.183
56 C -4.901 -2.282 -2.453
57 C -4.181 -1.856 -3.562
58 C -3.093 -1.012 -3.400
59 H 0.354 3.160 -1.586
60 H -0.222 5.552 -1.610
61 H -2.540 6.265 -2.089
62 H -4.286 4.577 -2.538
63 H -3.727 2.178 -2.506
64 H 0.568 2.077 -3.928
65 H 2.466 1.400 -5.342
66 H 3.278 -0.934 -5.297
67 H 2.175 -2.600 -3.837
68 H 0.271 -1.938 -2.428
69 H -3.173 -0.685 -0.023
70 H -5.094 -2.191 -0.317
71 H -5.748 -2.943 -2.580
72 H -4.466 -2.185 -4.553
73 H -2.530 -0.698 -4.273

Atomic forces in eV per Å
Re 0.14 0.13 0.40
C -0.01 -0.01 0.02
Si -0.01 -0.17 0.07
C -0.02 -0.01 0.00
C 0.01 0.01 0.02
N -0.06 0.25 -0.14
C -0.07 -0.23 0.02
C 0.05 0.05 -0.03
C 0.03 0.01 -0.02
C -0.04 0.04 0.03
C 0.04 -0.07 -0.07
C -0.01 0.22 0.18
F 0.01 -0.28 -0.16
H 0.01 -0.03 0.00
H -0.01 0.01 0.02
H -0.02 0.02 -0.01
H -0.01 0.00 -0.01
H 0.01 0.01 -0.01
H -0.02 0.07 -0.01
H 0.00 -0.02 -0.02
H -0.03 0.01 0.02
H 0.00 0.02 -0.01
H -0.06 0.00 0.00
H 0.00 0.01 0.00
H 0.00 0.00 0.00
H 0.01 0.01 0.00
S 0.15 -0.05 -0.08
C 0.05 0.04 0.01
C 0.02 0.03 0.03
C -0.04 -0.03 -0.01
C 0.01 0.01 -0.01
C 0.03 -0.02 0.01
C -0.02 -0.11 0.00
S 0.03 0.28 0.05
H 0.00 0.00 -0.01
H 0.00 0.00 0.00
H 0.00 0.00 0.00
H -0.01 0.00 0.00
C -0.08 -0.24 -0.32
Ge -0.13 0.10 0.02
C 0.01 -0.05 0.03
C -0.01 0.01 -0.01
C 0.00 0.00 -0.01
C 0.00 -0.03 0.00
C 0.01 0.00 0.00
C 0.00 0.01 -0.01
C -0.03 0.03 0.00
C 0.03 -0.01 0.00
C 0.00 -0.03 0.01
C -0.03 0.03 0.01
C 0.01 -0.02 0.00
C 0.01 0.01 -0.01
C 0.09 -0.02 -0.06
C -0.02 0.05 0.03
C 0.01 0.00 0.01
C 0.03 0.01 -0.03
C -0.02 -0.02 0.02
C 0.00 -0.03 0.01
H -0.01 0.00 0.01
H -0.01 0.00 0.00
H 0.00 0.00 0.00
H 0.00 0.00 0.00
H 0.00 0.00 0.01
H 0.00 -0.01 0.00
H 0.00 -0.01 0.00
H 0.00 0.00 0.00
H 0.00 0.02 0.00
H -0.02 -0.02 0.02
H -0.01 -0.01 -0.02
H 0.00 0.00 0.00
H 0.00 0.00 0.00
H 0.00 0.00 0.01
H 0.00 0.00 0.01

For reference, the Löwdin charges in units of e are: atom 1 (Re): 0.988, atom 2 (C): -0.161, atom 3 (Si): 0.435, atom 4 (C): -0.156, atom 5 (C): -0.159, atom 6 (N): -0.235, atom 7 (C): -0.311, atom 8 (C): -0.039, atom 9 (C): -0.077, atom 10 (C): -0.065, atom 11 (C): 0.006, atom 12 (C): -0.229, atom 13 (F): -0.033, atom 14 (H): 0.041, atom 15 (H): 0.014, atom 16 (H): 0.035, atom 17 (H): 0.050, atom 18 (H): 0.050, atom 19 (H): 0.000, atom 20 (H): 0.044, atom 21 (H): 0.033, atom 22 (H): 0.049, atom 23 (H): 0.111, atom 24 (H): 0.114, atom 25 (H): 0.114, atom 26 (H): 0.128, atom 27 (S): 0.690, atom 28 (C): -0.669, atom 29 (C): -0.101, atom 30 (C): -0.049, atom 31 (C): -0.053, atom 32 (C): -0.115, atom 33 (C): -0.662, atom 34 (S): 0.732, atom 35 (H): 0.112, atom 36 (H): 0.117, atom 37 (H): 0.117, atom 38 (H): 0.115, atom 39 (C): -0.336, atom 40 (Ge): 0.965, atom 41 (C): -0.292, atom 42 (C): -0.130, atom 43 (C): -0.075, atom 44 (C): -0.071, atom 45 (C): -0.071, atom 46 (C): -0.092, atom 47 (C): -0.284, atom 48 (C): -0.097, atom 49 (C): -0.071, atom 50 (C): -0.071, atom 51 (C): -0.073, atom 52 (C): -0.103, atom 53 (C): -0.294, atom 54 (C): -0.112, atom 55 (C): -0.076, atom 56 (C): -0.072, atom 57 (C): -0.071, atom 58 (C): -0.099, atom 59 (H): 0.098, atom 60 (H): 0.108, atom 61 (H): 0.109, atom 62 (H): 0.109, atom 63 (H): 0.102, atom 64 (H): 0.096, atom 65 (H): 0.109, atom 66 (H): 0.108, atom 67 (H): 0.104, atom 68 (H): 0.086, atom 69 (H): 0.085, atom 70 (H): 0.108, atom 71 (H): 0.109, atom 72 (H): 0.109, atom 73 (H): 0.108

***

No. 2
Formula: C5H17N2O3
Source: the Open Molecules 2025 dataset
Level of theory: ωB97M-V/def2-TZVPD

Calculated values
* HOMO level: -3.899 eV
* HOMO-LUMO gap: 0.27861 Ha
* total charge: -1

CARTESIAN COORDINATES (ANGSTROEM)
1 C 1.506 0.288 -2.304
2 N 1.690 0.281 -0.837
3 C 0.494 0.761 -0.110
4 C 0.537 0.391 1.375
5 C 0.660 1.633 2.270
6 N 0.042 1.577 3.587
7 C -0.881 0.381 -0.682
8 O -0.987 -0.997 -0.657
9 H 0.858 -0.483 -2.733
10 H 2.457 -0.012 -2.752
11 H 1.182 1.306 -2.524
12 H 1.721 -0.720 -0.627
13 H 0.666 1.847 -0.198
14 H 1.411 -0.254 1.518
15 H -0.292 -0.297 1.550
16 H 0.313 2.532 1.793
17 H 1.734 1.705 2.439
18 H -0.769 0.985 3.662
19 H 0.604 1.480 4.414
20 H -1.658 0.921 -0.091
21 H -1.061 0.756 -1.713
22 H 0.225 -2.433 -1.302
23 H -0.806 -2.657 -2.339
24 O 0.095 -2.913 -2.134
25 H -2.495 -1.581 -0.674
26 H -3.938 -2.341 -0.123
27 O -3.307 -2.159 -0.808

Atomic forces in eV per Å
C 0.53 -0.09 0.43
N -0.67 -1.98 -0.23
C 0.17 1.55 -0.50
C 0.33 -0.36 -0.58
C 0.58 -1.05 0.83
N -0.74 0.15 0.48
C 0.09 -1.07 -0.36
O -0.61 0.40 0.36
H -0.72 0.35 0.51
H 0.29 0.77 -0.06
H 0.16 -0.11 -0.73
H 0.23 0.15 0.22
H -0.56 0.17 0.16
H 0.09 0.15 0.21
H -0.36 0.40 0.29
H -0.15 0.27 -0.55
H 0.10 0.62 -0.06
H 0.00 -0.11 -0.19
H 0.38 -0.19 -0.29
H 0.14 -0.09 0.23
H 0.43 0.26 0.09
H -0.44 0.38 -0.02
H -0.20 0.20 0.15
O 0.61 -0.72 -0.32
H 0.44 0.03 0.79
H 0.35 0.46 0.73
O -0.47 -0.54 -1.57

For reference, the Löwdin charges in units of e are: atom 1 (C): -0.148, atom 2 (N): -0.088, atom 3 (C): -0.384, atom 4 (C): -0.161, atom 5 (C): -0.280, atom 6 (N): -0.027, atom 7 (C): -0.378, atom 8 (O): -0.329, atom 9 (H): 0.061, atom 10 (H): 0.064, atom 11 (H): 0.072, atom 12 (H): 0.083, atom 13 (H): 0.119, atom 14 (H): 0.102, atom 15 (H): 0.102, atom 16 (H): 0.086, atom 17 (H): 0.106, atom 18 (H): 0.051, atom 19 (H): 0.041, atom 20 (H): 0.102, atom 21 (H): 0.093, atom 22 (H): -0.004, atom 23 (H): 0.012, atom 24 (O): -0.111, atom 25 (H): -0.023, atom 26 (H): -0.019, atom 27 (O): -0.140

***

No. 3
Formula: C38H35FN6O4RuS5
Source: the Open Molecules 2025 dataset
Level of theory: ωB97M-V/def2-TZVPD

Calculated values
* HOMO level (alpha / beta): -5.203 / -5.148 eV
* HOMO-LUMO gap (alpha / beta): 0.12410 / 0.12209 Ha
* total charge: 0

CARTESIAN COORDINATES (ANGSTROEM)
1 Ru 1.134 1.698 -1.248
2 C 6.000 -0.623 -0.353
3 C 6.047 0.461 0.512
4 C 5.004 1.357 0.582
5 C 3.860 1.185 -0.224
6 C 3.814 0.062 -1.072
7 C 4.871 -0.816 -1.140
8 N 2.805 2.041 -0.162
9 N 2.761 2.943 0.787
10 C 1.521 3.389 1.030
11 C 1.234 4.355 2.015
12 C -0.072 4.714 2.257
13 C -1.118 4.135 1.547
14 C -0.849 3.206 0.544
15 C 0.445 2.827 0.291
16 H 6.826 -1.316 -0.406
17 H 6.911 0.605 1.146
18 H 5.032 2.203 1.253
19 H 2.923 -0.139 -1.654
20 H 4.814 -1.668 -1.805
21 H 2.056 4.803 2.549
22 H -0.292 5.467 3.001
23 H -2.138 4.423 1.750
24 H -1.664 2.786 -0.040
25 F 0.247 -1.018 4.693
26 C -0.351 -1.417 3.531
27 C 0.083 -0.890 2.342
28 C -0.464 -1.337 1.117
29 C 0.025 -0.779 -0.102
30 O 1.082 -0.042 -0.080
31 C -0.698 -1.146 -1.284
32 C -1.606 -2.152 -1.232
33 N -1.920 -2.850 -0.080
34 C -2.467 -4.153 -0.303
35 C -3.618 -4.783 0.433
36 C -2.227 -5.338 0.585
37 C -1.460 -2.349 1.132
38 C -1.941 -2.779 2.355
39 C -1.385 -2.336 3.578
40 N -1.915 -2.929 4.766
41 C -1.731 -4.367 4.896
42 C -2.975 -4.898 5.648
43 N -3.637 -3.693 6.199
44 C -2.689 -2.924 7.038
45 C -1.685 -2.285 6.045
46 C -0.542 -0.424 -2.604
47 O -0.704 -1.038 -3.649
48 O -0.307 0.834 -2.527
49 H 0.864 -0.148 2.313
50 H -2.119 -2.447 -2.133
51 H -2.443 -4.369 -1.364
52 H -4.330 -5.345 -0.150
53 H -4.075 -4.255 1.254
54 H -1.988 -6.275 0.106
55 H -1.695 -5.182 1.510
56 H -2.755 -3.474 2.416
57 H -0.808 -4.612 5.440
58 H -1.662 -4.808 3.904
59 H -2.711 -5.582 6.452
60 H -3.668 -5.394 4.966
61 H -4.528 -3.893 6.655
62 H -3.717 -3.086 5.344
63 H -2.188 -3.599 7.730
64 H -3.220 -2.164 7.610
65 H -0.659 -2.409 6.415
66 H -1.872 -1.217 5.936
67 O 2.635 1.697 -3.062
68 N 2.244 1.587 -4.278
69 C 1.799 0.405 -4.750
70 C 1.324 0.283 -6.033
71 C 1.343 1.381 -6.881
72 C 1.854 2.577 -6.397
73 C 2.288 2.660 -5.094
74 H 1.800 -0.418 -4.052
75 H 0.921 -0.665 -6.349
76 H 0.957 1.310 -7.884
77 H 1.891 3.458 -7.014
78 H 2.650 3.573 -4.644
79 C -0.297 6.942 -3.266
80 S 0.636 6.112 -4.589
81 C -0.264 4.614 -4.771
82 C -0.233 3.581 -3.886
83 S 0.544 3.788 -2.358
84 S -1.110 2.134 -4.391
85 C -1.590 2.741 -5.959
86 S -2.377 1.801 -7.045
87 S -1.108 4.377 -6.283
88 H 0.221 7.878 -3.084
89 H -0.286 6.318 -2.377
90 H -1.308 7.123 -3.617

Atomic forces in eV per Å
Ru 0.50 1.20 0.75
C -0.13 -0.03 -0.08
C 0.23 -0.12 0.03
C -0.59 0.14 -0.28
C 2.53 -1.12 0.12
C -0.51 0.41 0.15
C 0.40 -0.14 0.23
N -3.49 2.82 0.40
N 2.12 -2.02 -0.28
C -2.06 0.61 -0.30
C 0.37 -0.16 -0.25
C 0.24 0.24 0.35
C -0.05 -0.47 -0.64
C -1.04 0.58 0.95
C 1.15 -1.75 -1.45
H 0.10 -0.06 0.00
H 0.08 0.03 0.02
H 0.03 0.02 0.01
H 0.30 0.19 0.03
H -0.01 -0.02 -0.02
H 0.12 0.15 0.19
H 0.03 0.05 0.11
H -0.16 0.12 0.06
H 0.09 0.05 0.01
F -0.17 -0.11 -0.39
C 0.19 0.24 0.30
C -0.46 -0.31 -0.66
C 0.00 -0.56 1.77
C 2.50 1.25 -0.77
O -2.68 -1.37 0.05
C -0.53 0.12 -0.17
C 0.55 0.33 0.56
N 0.13 0.77 -0.22
C -0.43 -0.71 0.01
C -0.15 0.13 -0.03
C 0.21 -0.02 -0.12
C 0.48 0.35 -0.42
C 0.43 0.27 1.27
C -0.47 -0.57 -1.12
N 0.47 0.23 -0.36
C 0.07 -0.12 -0.04
C 0.26 -0.53 -0.33
N -0.48 0.12 -0.05
C 0.47 0.39 0.38
C 0.13 0.31 0.14
C 0.07 0.81 -0.19
O -0.17 -0.57 -0.06
O 0.23 -0.68 0.95
H 0.13 0.17 -0.01
H 0.07 -0.14 -0.13
H 0.00 -0.02 0.13
H -0.02 -0.03 -0.11
H 0.02 0.08 0.08
H -0.01 -0.05 -0.06
H 0.00 0.06 0.08
H -0.17 -0.12 0.00
H -0.07 0.05 -0.03
H -0.02 -0.06 0.14
H -0.11 0.08 0.06
H -0.02 0.09 0.13
H 0.12 0.08 -0.13
H -0.34 -0.25 0.35
H -0.18 -0.09 -0.04
H -0.07 -0.13 -0.08
H -0.19 -0.02 -0.03
H 0.01 -0.07 0.05
O 0.35 -0.47 0.68
N -0.06 -0.20 -0.93
C -0.16 -0.19 -0.02
C 0.05 0.18 -0.21
C 0.13 -0.01 0.12
C -0.06 -0.33 -0.08
C 0.09 0.24 -0.08
H 0.01 0.17 0.07
H -0.04 -0.07 0.01
H -0.07 0.00 -0.11
H 0.00 0.12 -0.04
H -0.01 -0.10 0.15
C 0.13 -0.25 -0.39
S -0.17 -0.04 -0.02
C 0.16 0.18 -0.16
C -0.12 0.02 0.14
S 0.41 -0.22 0.55
S -0.45 0.89 -1.30
C 0.34 0.49 0.34
S -0.32 -0.29 -0.36
S -0.13 -0.53 0.39
H -0.01 0.15 0.08
H -0.03 0.02 0.09
H -0.08 0.09 0.10

For reference, the Löwdin charges in units of e are: atom 1 (Ru): 0.989, atom 2 (C): -0.103, atom 3 (C): -0.104, atom 4 (C): -0.020, atom 5 (C): -0.255, atom 6 (C): -0.049, atom 7 (C): -0.086, atom 8 (N): -0.102, atom 9 (N): 0.097, atom 10 (C): -0.326, atom 11 (C): -0.040, atom 12 (C): -0.125, atom 13 (C): -0.105, atom 14 (C): -0.151, atom 15 (C): -0.290, atom 16 (H): 0.092, atom 17 (H): 0.096, atom 18 (H): 0.098, atom 19 (H): 0.074, atom 20 (H): 0.100, atom 21 (H): 0.098, atom 22 (H): 0.088, atom 23 (H): 0.088, atom 24 (H): 0.094, atom 25 (F): 0.054, atom 26 (C): -0.184, atom 27 (C): 0.118, atom 28 (C): -0.031, atom 29 (C): -0.247, atom 30 (O): -0.100, atom 31 (C): -0.011, atom 32 (C): 0.054, atom 33 (N): 0.012, atom 34 (C): -0.231, atom 35 (C): -0.086, atom 36 (C): -0.086, atom 37 (C): -0.107, atom 38 (C): 0.044, atom 39 (C): -0.138, atom 40 (N): -0.141, atom 41 (C): -0.107, atom 42 (C): -0.078, atom 43 (N): 0.023, atom 44 (C): -0.075, atom 45 (C): -0.129, atom 46 (C): -0.622, atom 47 (O): 0.034, atom 48 (O): -0.307, atom 49 (H): 0.145, atom 50 (H): 0.145, atom 51 (H): 0.150, atom 52 (H): 0.102, atom 53 (H): 0.083, atom 54 (H): 0.104, atom 55 (H): 0.077, atom 56 (H): 0.089, atom 57 (H): 0.141, atom 58 (H): 0.118, atom 59 (H): 0.134, atom 60 (H): 0.137, atom 61 (H): 0.190, atom 62 (H): 0.188, atom 63 (H): 0.135, atom 64 (H): 0.138, atom 65 (H): 0.135, atom 66 (H): 0.141, atom 67 (O): -0.206, atom 68 (N): -0.207, atom 69 (C): -0.033, atom 70 (C): -0.048, atom 71 (C): -0.078, atom 72 (C): -0.060, atom 73 (C): -0.038, atom 74 (H): 0.130, atom 75 (H): 0.118, atom 76 (H): 0.106, atom 77 (H): 0.112, atom 78 (H): 0.131, atom 79 (C): -0.396, atom 80 (S): 0.764, atom 81 (C): -1.057, atom 82 (C): -1.016, atom 83 (S): 0.692, atom 84 (S): 0.988, atom 85 (C): -1.477, atom 86 (S): 0.482, atom 87 (S): 0.874, atom 88 (H): 0.025, atom 89 (H): -0.012, atom 90 (H): 0.033

***

Number 1: total energy -4710.34554 a.u.. Number 2: total energy -535.92973 a.u.. Number 3: total energy -4283.99974 a.u..